{
  "formula": "C21H49ClN7O7",
  "method": "ωB97M-V/def2-TZVPD",
  "species": ["Cl", "C", "C", "O", "N", "C", "H", "H", "H", "H", "H", "H", "H", "C", "C", "O", "N", "C", "H", "H", "H", "H", "H", "H", "H", "C", "C", "O", "N", "C", "H", "H", "H", "H", "H", "H", "H", "C", "C", "O", "N", "C", "H", "H", "H", "H", "H", "H", "H", "C", "C", "O", "N", "C", "H", "H", "H", "H", "H", "H", "H", "C", "C", "O", "N", "C", "H", "H", "H", "H", "H", "H", "H", "C", "C", "O", "N", "C", "H", "H", "H", "H", "H", "H", "H"],
  "positions_angstrom": [[-0.1805, -0.0877, 0.0778], [3.5528, 4.1701, -0.7511], [4.7332, 3.2425, -0.3619], [5.8916, 3.6779, -0.2814], [4.4145, 1.9792, -0.0391], [5.3316, 1.0226, 0.5692], [3.2831, 4.7272, 0.1461], [2.6411, 3.7361, -1.1616], [4.0586, 4.8217, -1.4637], [3.4215, 1.8094, 0.0325], [4.8656, 0.0485, 0.7181], [5.8745, 1.4234, 1.4252], [6.0916, 0.7901, -0.1768], [4.2259, -3.0746, -2.7954], [3.9126, -4.1905, -1.7934], [4.7155, -5.0836, -1.6890], [2.8133, -4.1345, -1.0751], [2.4679, -5.1058, -0.0512], [3.6072, -2.2481, -2.4460], [3.8974, -3.3507, -3.7974], [5.2886, -2.8390, -2.7382], [2.3443, -3.2435, -0.9956], [3.3250, -5.1546, 0.6204], [2.3256, -6.0923, -0.4924], [1.5811, -4.8056, 0.5071], [-2.3606, 5.1287, 0.0118], [-3.0666, 4.9317, -1.3408], [-3.8624, 5.7684, -1.8078], [-2.7614, 3.8227, -2.0069], [-3.2884, 3.4986, -3.3594], [-1.3899, 4.6353, -0.0361], [-2.9235, 4.8187, 0.8922], [-2.1804, 6.1930, 0.1634], [-2.1292, 3.1732, -1.5615], [-2.6826, 2.8087, -3.9469], [-3.3187, 4.3958, -3.9776], [-4.3003, 3.1018, -3.2770], [-5.5042, 0.6794, 0.3555], [-5.3870, 1.3411, 1.7077], [-6.3703, 1.8626, 2.2610], [-4.1202, 1.2746, 2.2609], [-3.9172, 1.7355, 3.6231], [-6.2146, 1.2748, -0.2180], [-5.9047, -0.3325, 0.4177], [-4.5785, 0.6423, -0.2188], [-3.2900, 0.9299, 1.8004], [-3.8860, 0.8707, 4.2859], [-4.7172, 2.3635, 4.0151], [-2.9989, 2.3086, 3.7510], [2.7384, -1.6312, 4.6611], [2.9628, -0.1735, 4.9678], [3.7556, 0.1186, 5.8078], [2.3575, 0.7105, 4.1807], [2.3460, 2.1214, 4.3193], [3.2328, -1.9202, 3.7337], [1.6816, -1.8904, 4.7254], [3.2690, -2.2325, 5.3993], [1.7866, 0.3238, 3.4427], [1.7127, 2.4271, 5.1522], [1.8348, 2.4590, 3.4178], [3.3382, 2.5631, 4.4121], [-0.5318, -1.9826, -5.0192], [0.1257, -0.7483, -5.6195], [0.2735, -0.6803, -6.8048], [0.6801, 0.0444, -4.7012], [1.3544, 1.3033, -5.1202], [-1.2829, -2.3399, -5.7237], [-0.9989, -1.6852, -4.0804], [0.1441, -2.7860, -4.7259], [0.4992, -0.2082, -3.7402], [2.1045, 1.5334, -4.3636], [0.5297, 2.0138, -5.0643], [1.6878, 1.2214, -6.1548], [-2.8650, -3.3405, 3.5175], [-3.5384, -4.1211, 2.3980], [-4.4069, -4.9655, 2.6926], [-3.1486, -3.7890, 1.1447], [-3.4679, -4.5658, -0.0596], [-2.2890, -4.0734, 4.0825], [-3.6869, -2.9802, 4.1362], [-2.2895, -2.4713, 3.1989], [-2.4092, -3.1032, 1.0894], [-4.1637, -5.3821, 0.1345], [-2.6771, -5.1687, -0.5062], [-3.9897, -3.8661, -0.7124]],
  "atomic_forces_ev_per_a": [[0.0, 0.0, 0.0], [1.3, -0.2, 0.1], [0.9, 0.7, 0.5], [-1.4, -0.4, -0.3], [-0.9, -0.5, 0.5], [0.6, 0.0, -1.2], [0.1, 0.2, -0.1], [0.3, -0.3, 0.0], [-0.6, 0.3, 0.0], [0.1, -0.3, 0.0], [-0.4, 0.4, 0.5], [-0.4, -0.1, 0.2], [0.3, 0.2, 0.0], [-1.3, 0.1, 1.2], [2.0, 0.5, -1.6], [0.8, -1.7, 0.3], [-2.5, 1.1, 1.0], [0.9, -0.1, 0.0], [0.3, 0.6, -0.5], [0.2, -0.1, 0.1], [-0.2, -0.1, -0.1], [-0.1, -0.1, -0.3], [-0.1, -0.3, 0.3], [-0.1, 0.0, 0.0], [0.1, 0.1, -0.3], [0.2, 0.3, -0.6], [-1.6, 2.1, 0.1], [1.0, -0.9, 0.7], [0.7, -1.6, -1.3], [-0.1, 0.6, 0.5], [0.0, -0.1, 0.3], [-0.2, -0.4, -0.3], [-0.1, 0.0, -0.3], [-0.1, -0.1, -0.2], [0.3, -0.2, 0.7], [-0.2, 0.2, 0.3], [0.0, 0.0, -0.1], [-0.2, 0.4, -0.6], [-0.1, 0.0, 0.4], [1.8, -0.8, -0.6], [-1.2, 1.0, 0.7], [0.1, -0.2, 0.6], [-0.1, -0.1, 0.0], [0.0, 0.0, 0.3], [0.2, 0.0, 0.2], [-0.4, -0.1, -0.5], [0.2, 0.0, 0.2], [-0.2, -0.1, -0.6], [0.1, -0.1, -0.3], [0.0, -0.6, 0.3], [0.2, -1.4, -1.0], [1.5, 1.2, 2.2], [-1.0, -0.9, -1.2], [-0.5, 0.7, -0.2], [-0.6, 0.2, -0.4], [0.0, -0.1, -0.5], [-0.1, 0.3, 0.3], [0.0, 0.1, 0.1], [0.2, 0.1, 0.3], [0.3, 0.5, 0.0], [0.0, -0.1, 0.0], [-0.8, 0.4, 0.6], [0.5, -2.6, 1.5], [0.0, 1.1, -2.2], [0.7, 0.8, -0.3], [-1.6, -0.8, 1.2], [0.1, -0.1, 0.2], [-0.4, -0.2, 0.0], [0.3, 0.1, -0.5], [0.2, 0.6, 0.0], [0.2, 0.1, -0.4], [0.5, 0.7, -0.2], [0.2, -0.1, 0.3], [-0.7, 0.0, -0.2], [-1.2, -0.8, 0.8], [1.5, 1.1, -0.9], [0.4, -1.0, -0.2], [-1.0, 0.0, 0.4], [0.2, 0.3, 0.1], [0.1, -0.1, 0.2], [0.2, -0.2, -0.1], [-0.1, -0.1, -0.2], [-0.4, 0.4, 0.7], [0.7, 0.9, -0.1], [0.4, -0.4, -0.6]],
  "lowdin_charge": [-0.90, 0.00, -0.55, 0.01, 0.00, -0.07, 0.08, 0.07, 0.08, 0.12, 0.08, 0.09, 0.08, 0.01, -0.61, 0.04, 0.00, -0.06, 0.06, 0.08, 0.08, 0.13, 0.08, 0.08, 0.08, 0.00, -0.55, 0.00, 0.01, -0.05, 0.07, 0.08, 0.08, 0.13, 0.07, 0.08, 0.08, -0.01, -0.52, 0.01, 0.01, -0.09, 0.08, 0.08, 0.07, 0.12, 0.07, 0.08, 0.08, -0.01, -0.61, 0.06, 0.00, -0.08, 0.08, 0.08, 0.08, 0.13, 0.08, 0.09, 0.09, -0.01, -0.61, 0.05, 0.01, -0.03, 0.08, 0.07, 0.08, 0.12, 0.08, 0.07, 0.08, -0.01, -0.54, 0.00, 0.02, -0.07, 0.08, 0.08, 0.07, 0.12, 0.08, 0.08, 0.08],
  "homo_ev": -6.2,
  "charge": -1,
  "e_tot_ha": -2199.91129
}